--- A ---
One molecule with the formula C2H3NO2, computed with ωB97M-V/def2-TZVPD.

Geometry (Å):
O (3.0295, 0.2529, -0.0437)
C (1.8245, 0.0232, -0.0359)
N (0.9186, -0.8331, 0.3457)
C (0.4752, 0.2720, -0.5033)
O (-0.1779, 1.2578, 0.2799)
H (0.6017, -1.4370, 1.0803)
H (0.0206, 0.2525, -1.4709)
H (-1.0423, 0.9568, 0.7637)

Results
SMILES string = O=C1N[C@H]1O
spin multiplicity = 1
LUMO energy = 0.558 eV

Formally, the Mulliken partial charges of the atoms, in units of the elementary charge, are as follows: atom 1 (O): -0.57, atom 2 (C): 0.49, atom 3 (N): -0.26, atom 4 (C): -0.04, atom 5 (O): -0.55, atom 6 (H): 0.26, atom 7 (H): 0.35, atom 8 (H): 0.33

--- B ---
One molecule with the formula C2H3NO2, computed with ωB97M-V/def2-TZVPD.

Geometry (Å):
N (-0.9814, 1.0940, -0.0705)
C (-0.5429, -0.1195, 0.0822)
O (-1.1498, -1.1920, -0.0941)
C (0.9589, -0.0739, 0.3776)
O (1.8688, -0.0148, -0.3550)
H (-1.9995, 1.2595, -0.2627)
H (-0.3839, 1.8584, 0.0520)
H (1.0063, 0.0397, 1.5382)

Results
SMILES string = NC(=O)C=O
spin multiplicity = 1
LUMO energy = 0.570 eV

Formally, the Mulliken partial charges of the atoms, in units of the elementary charge, are as follows: atom 1 (N): -0.33, atom 2 (C): 0.58, atom 3 (O): -0.61, atom 4 (C): 0.04, atom 5 (O): -0.38, atom 6 (H): 0.26, atom 7 (H): 0.20, atom 8 (H): 0.23

--- C ---
A 2-piece molecular cluster, C2H3NO2 overall, computed with ωB97M-V/def2-TZVPD.

Geometry (Å):
C (1.7174, 1.7849, -0.1630)
N (1.7910, 0.6075, -0.3044)
O (1.8662, -0.5677, -0.3270)
H (1.3945, 2.7536, -0.3629)
C (-1.4134, -0.6043, 1.0494)
O (-0.8687, -0.3843, 0.0312)
H (-0.7794, -0.7137, 2.0719)
H (-2.4800, -0.7540, 1.0476)

Results
SMILES string = C#[N+][O-].C=O
spin multiplicity = 1
LUMO energy = 0.981 eV

Formally, the Mulliken partial charges of the atoms, in units of the elementary charge, are as follows: atom 1 (C): -0.17, atom 2 (N): 0.39, atom 3 (O): -0.54, atom 4 (H): 0.33, atom 5 (C): -0.17, atom 6 (O): -0.32, atom 7 (H): 0.19, atom 8 (H): 0.29

According to the calculations, the structures order from most to least stable as B, A, C.

--- A ---
One molecule with the formula C2H3NO2, computed with ωB97M-V/def2-TZVPD.

Geometry (Å):
C (-1.5985, 0.4404, 0.0025)
N (-0.4941, 0.3741, -0.5459)
C (0.8608, -0.0456, 0.0152)
O (1.5068, 0.8346, 0.5846)
O (1.5147, -1.3285, -0.2509)
H (-2.2696, 1.0193, -0.5740)
H (-1.9475, 0.0398, 1.0544)
H (2.4274, -1.3341, -0.2860)

Results
SMILES string = C=NC(=O)O
spin multiplicity = 1
LUMO energy = 0.665 eV

Formally, the Mulliken partial charges of the atoms, in units of the elementary charge, are as follows: atom 1 (C): -0.13, atom 2 (N): -0.30, atom 3 (C): 0.53, atom 4 (O): -0.47, atom 5 (O): -0.45, atom 6 (H): 0.28, atom 7 (H): 0.21, atom 8 (H): 0.33

--- B ---
One molecule with the formula C2H3NO2, computed with ωB97M-V/def2-TZVPD.

Geometry (Å):
C (0.4509, 0.3636, 0.0263)
C (-0.9982, -0.0744, 0.0333)
N (0.9797, 1.4223, 0.2006)
O (1.2153, -0.7540, -0.3248)
O (2.4627, -0.5279, -0.0065)
H (-1.0803, -0.9362, -0.7069)
H (-1.4354, -0.2736, 1.1801)
H (-1.5946, 0.7803, -0.4020)

Results
spin multiplicity = 1
LUMO energy (alpha / beta) = -1.416 / -1.387 eV

Formally, the Mulliken partial charges of the atoms, in units of the elementary charge, are as follows: atom 1 (C): 0.68, atom 2 (C): -0.76, atom 3 (N): -0.44, atom 4 (O): 0.00, atom 5 (O): -0.25, atom 6 (H): 0.26, atom 7 (H): 0.24, atom 8 (H): 0.28

--- C ---
One molecule with the formula C2H3NO2, computed with ωB97M-V/def2-TZVPD.

Geometry (Å):
O (-1.6679, 0.5116, -0.5285)
C (-1.0818, 0.2293, 0.4852)
N (0.2552, -0.0490, 0.4853)
C (0.9236, -0.1406, -0.7675)
O (2.0048, -0.6368, -0.8738)
H (-1.5541, 0.1355, 1.4766)
H (0.6990, -0.4504, 1.3028)
H (0.4211, 0.4004, -1.5801)

Results
SMILES string = O=CNC=O
spin multiplicity = 1
LUMO energy = 0.706 eV

Formally, the Mulliken partial charges of the atoms, in units of the elementary charge, are as follows: atom 1 (O): -0.51, atom 2 (C): 0.11, atom 3 (N): -0.11, atom 4 (C): 0.06, atom 5 (O): -0.47, atom 6 (H): 0.34, atom 7 (H): 0.25, atom 8 (H): 0.33

According to the calculations, the structures order from most to least stable as C, A, B.

--- A ---
One molecule with the formula C2H3NO2, computed with ωB97M-V/def2-TZVPD.

Geometry (Å):
C (0.6329, 0.5390, 0.0649)
C (-0.5286, 0.6454, -0.6139)
N (0.9942, -0.5148, 0.8783)
O (-0.8570, -1.7141, 0.5636)
O (0.3562, -1.5190, 1.0750)
H (1.4480, 1.0928, -0.1369)
H (-1.3674, 0.1211, -0.4817)
H (-0.6781, 1.3495, -1.3493)

Results
spin multiplicity = 1
LUMO energy (alpha / beta) = -1.332 / -1.332 eV

Formally, the Mulliken partial charges of the atoms, in units of the elementary charge, are as follows: atom 1 (C): 0.04, atom 2 (C): -0.58, atom 3 (N): -0.12, atom 4 (O): -0.46, atom 5 (O): 0.15, atom 6 (H): 0.39, atom 7 (H): 0.31, atom 8 (H): 0.26

--- B ---
A 2-piece molecular cluster, C2H3NO2 overall, computed with ωB97M-V/def2-TZVPD.

Geometry (Å):
C (0.9776, -0.1695, -0.0885)
C (-1.8802, -0.4080, 0.0409)
N (2.1451, 0.2331, -0.0326)
O (-1.4666, 0.6663, -0.1229)
O (0.3819, -1.2004, -0.0491)
H (0.0994, 0.5966, -0.1122)
H (-2.7823, -0.8527, 0.3558)
H (2.5251, 1.1346, 0.0087)

Results
spin multiplicity = 1
LUMO energy (alpha / beta) = -1.501 / -0.535 eV

Formally, the Mulliken partial charges of the atoms, in units of the elementary charge, are as follows: atom 1 (C): 0.40, atom 2 (C): 0.14, atom 3 (N): -0.57, atom 4 (O): -0.33, atom 5 (O): -0.52, atom 6 (H): 0.32, atom 7 (H): 0.35, atom 8 (H): 0.21

According to the calculations, the structures order from most to least stable as B, A.

--- A ---
One molecule with the formula C2H3NO2, computed with ωB97M-V/def2-TZVPD.

Geometry (Å):
C (0.7748, 0.7286, -0.1049)
N (0.1964, -0.6024, -0.1876)
O (-1.0448, -0.8022, -1.0079)
C (-1.0113, -0.9285, 0.3140)
O (-1.6928, -1.2775, 1.2063)
H (1.8743, 0.5289, -0.3288)
H (0.2497, 1.4223, -0.8692)
H (0.6537, 0.9308, 0.9782)

Results
SMILES string = CN1OC1=O
spin multiplicity = 1
LUMO energy = 0.766 eV

Formally, the Mulliken partial charges of the atoms, in units of the elementary charge, are as follows: atom 1 (C): -0.64, atom 2 (N): -0.21, atom 3 (O): -0.34, atom 4 (C): 0.83, atom 5 (O): -0.46, atom 6 (H): 0.22, atom 7 (H): 0.29, atom 8 (H): 0.31

--- B ---
One molecule with the formula C2H3NO2, computed with ωB97M-V/def2-TZVPD.

Geometry (Å):
C (-0.5573, 0.9618, 0.2921)
C (-0.2553, -0.5258, 0.1978)
N (-2.5337, -0.2150, -0.0140)
O (-1.5561, -1.1472, 0.0091)
O (-2.1760, 0.9355, 0.0215)
H (-0.0206, 1.6144, -0.3099)
H (0.4272, -0.7949, -0.5644)
H (0.1842, -0.6402, 1.1551)

Results
spin multiplicity = 1
LUMO energy (alpha / beta) = -0.641 / 0.684 eV

Formally, the Mulliken partial charges of the atoms, in units of the elementary charge, are as follows: atom 1 (C): -0.46, atom 2 (C): -0.09, atom 3 (N): 0.20, atom 4 (O): -0.20, atom 5 (O): -0.16, atom 6 (H): 0.22, atom 7 (H): 0.27, atom 8 (H): 0.21

--- C ---
One molecule with the formula C2H3NO2, computed with ωB97M-V/def2-TZVPD.

Geometry (Å):
O (-0.6062, -1.6417, 0.3033)
C (0.3627, -0.9586, -0.0093)
C (0.3282, 0.5160, 0.0663)
N (-0.9243, 1.1411, 0.3553)
O (-1.9220, 0.5028, -0.0268)
H (1.2180, -1.3462, -0.5550)
H (1.1031, 0.8662, 0.7375)
H (0.4404, 0.9205, -0.8713)

Results
SMILES string = O=CCN=O
spin multiplicity = 1
LUMO energy = -0.440 eV

Formally, the Mulliken partial charges of the atoms, in units of the elementary charge, are as follows: atom 1 (O): -0.44, atom 2 (C): 0.16, atom 3 (C): -0.28, atom 4 (N): -0.07, atom 5 (O): -0.25, atom 6 (H): 0.32, atom 7 (H): 0.32, atom 8 (H): 0.25

According to the calculations, the structures order from most to least stable as A, C, B.

--- A ---
One molecule with the formula C2H3NO2, computed with ωB97M-V/def2-TZVPD.

Geometry (Å):
C (-0.9864, -0.2222, 0.0674)
C (-0.3575, 0.8144, -0.7577)
N (0.4462, 0.0432, -0.0280)
O (2.6978, -0.5873, 0.6923)
O (1.3735, -0.7211, 0.6035)
H (-1.4746, 0.0177, 1.0078)
H (-1.3550, -1.1281, -0.3984)
H (-0.3440, 1.7833, -1.1869)

Results
spin multiplicity = 1
LUMO energy (alpha / beta) = -0.381 / -0.346 eV

Formally, the Mulliken partial charges of the atoms, in units of the elementary charge, are as follows: atom 1 (C): -0.40, atom 2 (C): -0.04, atom 3 (N): 0.15, atom 4 (O): -0.56, atom 5 (O): 0.09, atom 6 (H): 0.22, atom 7 (H): 0.22, atom 8 (H): 0.32

--- B ---
C2H3NO2 as an isolated structure, computed with ωB97M-V/def2-TZVPD.

Geometry (Å):
C (-0.5792, 1.4792, -0.1852)
C (-0.0401, 0.1777, 0.0467)
N (-1.3961, 2.3296, 0.2846)
O (0.3918, 2.9438, -0.7331)
O (-0.8887, 3.4671, -0.2273)
H (-0.3137, -0.6091, -0.7990)
H (1.0371, 0.3828, 0.0380)
H (-0.3911, -0.2145, 0.9682)

Results
spin multiplicity = 1
LUMO energy = 0.149 eV

Formally, the Mulliken partial charges of the atoms, in units of the elementary charge, are as follows: atom 1 (C): 0.63, atom 2 (C): -0.77, atom 3 (N): -0.30, atom 4 (O): -0.35, atom 5 (O): -0.02, atom 6 (H): 0.25, atom 7 (H): 0.27, atom 8 (H): 0.29

According to the calculations, the structures order from most to least stable as B, A.

--- A ---
A 2-piece molecular cluster, C2H3NO2 overall, computed with ωB97M-V/def2-TZVPD.

Geometry (Å):
C (0.8506, 2.2945, 0.4700)
N (0.4821, 1.7579, -0.4766)
O (0.0710, 1.1310, -1.3503)
H (1.0283, 2.9411, 1.2023)
C (-0.5967, -2.0173, 0.0025)
O (-0.1180, -0.9120, -0.2296)
H (-1.0113, -2.2717, 1.0277)
H (-0.7059, -2.9234, -0.6460)

Results
SMILES string = C#[N+][O-].C=O
spin multiplicity = 1
LUMO energy = 0.819 eV

Formally, the Mulliken partial charges of the atoms, in units of the elementary charge, are as follows: atom 1 (C): -0.29, atom 2 (N): 0.49, atom 3 (O): -0.58, atom 4 (H): 0.41, atom 5 (C): -0.07, atom 6 (O): -0.37, atom 7 (H): 0.18, atom 8 (H): 0.22

--- B ---
One molecule with the formula C2H3NO2, computed with ωB97M-V/def2-TZVPD.

Geometry (Å):
N (0.0454, -0.8157, 1.0772)
C (-0.0131, -0.6059, -0.2493)
O (0.3880, -1.2800, -1.1494)
C (0.1296, 1.4073, -1.1792)
O (-0.6737, 0.6550, -0.4281)
H (0.5362, -1.6321, 1.3929)
H (-0.0974, -0.0413, 1.7068)
H (-0.3199, 2.4228, -1.1141)

Results
spin multiplicity = 1
LUMO energy = 0.292 eV

Formally, the Mulliken partial charges of the atoms, in units of the elementary charge, are as follows: atom 1 (N): -0.37, atom 2 (C): 0.69, atom 3 (O): -0.45, atom 4 (C): -0.27, atom 5 (O): -0.22, atom 6 (H): 0.23, atom 7 (H): 0.24, atom 8 (H): 0.16

According to the calculations, the structures order from most to least stable as B, A.

--- A ---
A 2-piece molecular cluster, C3H7OS overall, computed with ωB97M-V/def2-TZVPD.

Geometry (Å):
C (-0.4135, 0.8877, -0.0087)
O (-0.4144, 2.3230, 0.1154)
C (0.8909, 0.4902, -0.6509)
C (1.2059, -0.7754, -0.8934)
H (-1.2482, 0.5556, -0.6325)
H (-0.5510, 0.4093, 0.9599)
H (-0.9842, 2.5659, 0.8483)
H (1.5703, 1.3087, -0.8781)
H (2.0004, -1.1073, -1.5510)
H (0.5753, -1.5871, -0.5021)
S (-1.0544, -2.0344, 1.2356)
H (-1.5772, -3.0361, 1.9575)

Results
spin multiplicity = 1
LUMO energy = 3.736 eV
net charge = -1

Formally, the Mulliken partial charges of the atoms, in units of the elementary charge, are as follows: atom 1 (C): -0.33, atom 2 (O): -0.56, atom 3 (C): 0.05, atom 4 (C): -0.65, atom 5 (H): 0.27, atom 6 (H): 0.24, atom 7 (H): 0.30, atom 8 (H): 0.29, atom 9 (H): 0.24, atom 10 (H): 0.00, atom 11 (S): -0.78, atom 12 (H): -0.07

--- B ---
An isolated ion of composition C3H7OS and charge -1, computed with ωB97M-V/def2-TZVPD.

Geometry (Å):
O (-1.9210, -0.3230, -0.6715)
C (-1.3503, 0.6288, 0.0658)
C (0.0237, 0.1378, 0.7584)
C (0.7242, -0.8491, -0.1691)
S (2.4589, -0.3470, -0.6272)
H (-1.9807, 0.9132, 0.9487)
H (-1.0802, 1.6163, -0.4036)
H (0.6061, 1.0333, 0.9850)
H (-0.3607, -0.3155, 1.6762)
H (0.0777, -0.8606, -1.0491)
H (0.7840, -1.8579, 0.2400)
H (2.0184, 0.2237, -1.7535)

Results
SMILES string = [O-]CCCS
spin multiplicity = 1
LUMO energy = 3.419 eV
net charge = -1

Formally, the Mulliken partial charges of the atoms, in units of the elementary charge, are as follows: atom 1 (O): -0.87, atom 2 (C): -0.43, atom 3 (C): -0.47, atom 4 (C): -0.62, atom 5 (S): -0.32, atom 6 (H): 0.21, atom 7 (H): 0.16, atom 8 (H): 0.34, atom 9 (H): 0.26, atom 10 (H): 0.34, atom 11 (H): 0.30, atom 12 (H): 0.11

According to the calculations, the structures order from most to least stable as A, B.

--- A ---
A 3-piece molecular cluster, C4H16N2O2 overall, computed with ωB97M-V/def2-TZVPD.

Geometry (Å):
C (1.2813, 2.0751, -1.1247)
C (0.9650, 0.8428, -1.9404)
C (0.9280, -0.4407, -1.1150)
N (-0.0844, -0.3620, -0.0743)
C (0.0840, -1.3911, 0.9347)
N (-1.0523, -1.3288, 1.8763)
H (2.2398, 2.0972, -0.6262)
H (0.4983, 2.3919, -0.4366)
H (1.3349, 2.9571, -1.7788)
H (-0.0079, 0.9690, -2.4219)
H (1.6989, 0.7145, -2.7367)
H (1.9430, -0.6423, -0.7453)
H (0.6673, -1.3045, -1.7359)
H (-0.1363, 0.5364, 0.3938)
H (0.1729, -2.3560, 0.4259)
H (0.9967, -1.2119, 1.5213)
H (-1.8679, -1.5638, 1.3271)
H (-0.9119, -2.0980, 2.5195)
O (-0.1074, 1.2992, 2.4960)
H (-0.0752, 1.8210, 3.3044)
H (-0.3738, 0.3909, 2.7417)
O (-2.7375, -1.5218, -0.8255)
H (-3.4468, -0.9976, -1.2141)
H (-2.0088, -0.8768, -0.7654)

Results
SMILES string = CCCNCN.O.O
spin multiplicity = 1
LUMO energy = 0.959 eV

Formally, the Mulliken partial charges of the atoms, in units of the elementary charge, are as follows: atom 1 (C): -1.21, atom 2 (C): -0.41, atom 3 (C): -0.71, atom 4 (N): -0.03, atom 5 (C): -0.89, atom 6 (N): -0.57, atom 7 (H): 0.31, atom 8 (H): 0.32, atom 9 (H): 0.35, atom 10 (H): 0.24, atom 11 (H): 0.35, atom 12 (H): 0.36, atom 13 (H): 0.34, atom 14 (H): 0.23, atom 15 (H): 0.43, atom 16 (H): 0.41, atom 17 (H): 0.26, atom 18 (H): 0.20, atom 19 (O): -0.66, atom 20 (H): 0.30, atom 21 (H): 0.36, atom 22 (O): -0.68, atom 23 (H): 0.32, atom 24 (H): 0.37

--- B ---
A 3-piece molecular cluster, C4H16N2O2 overall, computed with ωB97M-V/def2-TZVPD.

Geometry (Å):
C (-0.9331, 0.8442, 2.1056)
N (-0.6667, 0.6857, 0.6756)
C (-1.3880, -0.4259, 0.0731)
C (-0.7158, -1.0196, -1.1816)
C (0.8078, -1.1356, -1.1396)
N (1.3252, -1.8779, 0.0179)
H (-1.5199, 1.7427, 2.2909)
H (-1.4300, -0.0250, 2.5465)
H (0.0084, 0.9436, 2.6445)
H (0.3181, 0.5733, 0.4862)
H (-2.3715, -0.1050, -0.2772)
H (-1.6333, -1.2205, 0.7794)
H (-1.0126, -0.4665, -2.0680)
H (-1.1574, -2.0020, -1.3453)
H (1.2278, -0.1328, -1.0838)
H (1.1215, -1.6103, -2.0725)
H (0.6794, -1.7494, 0.7937)
H (1.3372, -2.8888, -0.1358)
O (-0.6471, 2.4014, -2.1733)
H (-0.6237, 3.3289, -1.9202)
H (-0.9626, 1.9512, -1.3744)
O (2.4762, 0.8100, 1.0583)
H (2.7542, 1.3706, 0.3184)
H (3.0058, 0.0078, 0.9811)

Results
SMILES string = CNCCCN.O.O
spin multiplicity = 1
LUMO energy = 0.832 eV

Formally, the Mulliken partial charges of the atoms, in units of the elementary charge, are as follows: atom 1 (C): -0.92, atom 2 (N): -0.20, atom 3 (C): -1.09, atom 4 (C): -0.40, atom 5 (C): -0.70, atom 6 (N): -0.52, atom 7 (H): 0.31, atom 8 (H): 0.30, atom 9 (H): 0.29, atom 10 (H): 0.32, atom 11 (H): 0.33, atom 12 (H): 0.51, atom 13 (H): 0.37, atom 14 (H): 0.34, atom 15 (H): 0.19, atom 16 (H): 0.42, atom 17 (H): 0.23, atom 18 (H): 0.27, atom 19 (O): -0.65, atom 20 (H): 0.29, atom 21 (H): 0.35, atom 22 (O): -0.65, atom 23 (H): 0.30, atom 24 (H): 0.32

According to the calculations, the structures order from most to least stable as A, B.